Entry 1:
174
Properties=species:S:1:pos:R:3:mulliken_charge:R:1 method="wB97M-V/def2-TZVPD" largest_force_ev_per_a=0.48 total_charge=0 energy_ev=-130222.8428 lumo_ev=0.463 spin_multiplicity=1
C 5.1360 2.7450 1.7909 -1.42
C 3.7167 2.3380 1.3843 0.99
C 3.7191 0.9443 0.7363 -0.80
C 2.3787 0.2166 0.8585 -0.69
C 2.0974 -0.1909 2.3092 0.17
C 1.0540 -1.2730 2.4521 -0.91
O -0.2594 -0.8566 1.9332 -0.26
S -0.9234 0.3251 2.7470 0.61
O -1.1542 1.4256 1.8594 -0.43
O -2.4433 -0.5746 2.7896 -0.28
S -3.8136 0.1607 2.9815 1.27
O -4.7525 -0.8269 3.3808 -0.59
O -3.6510 1.3703 3.7120 -0.62
C -4.1902 0.6781 1.2062 0.45
F -3.3382 0.0419 0.3893 -0.22
F -4.0017 1.9980 1.1100 -0.30
C -5.6225 0.3395 0.6951 0.49
F -5.6366 0.5400 -0.6354 -0.29
F -5.8624 -0.9680 0.9231 -0.22
C -6.8037 1.1410 1.3166 0.67
F -7.9176 0.6483 0.7384 -0.32
F -6.8573 0.8938 2.6329 -0.27
C -6.8192 2.6951 1.1144 0.67
F -8.0858 3.1107 1.1144 -0.25
F -6.2562 3.0521 -0.0378 -0.25
F -6.1791 3.2890 2.1162 -0.24
H 5.6086 1.9268 2.3503 0.47
H 5.1590 3.6321 2.4185 0.24
H 5.7403 2.9026 0.8936 0.16
H 3.3665 3.0729 0.6555 -0.30
H 3.0603 2.3612 2.2542 0.08
H 4.4821 0.3326 1.2346 0.45
H 4.0127 1.0434 -0.3118 0.16
H 1.5779 0.8615 0.4825 0.21
H 2.3831 -0.6862 0.2365 0.43
H 1.8154 0.6838 2.9040 0.05
H 3.0167 -0.5880 2.7516 0.24
H 1.3084 -2.1370 1.8382 0.42
H 0.9511 -1.6208 3.4780 0.36
C 0.7342 5.3124 -2.0403 -1.22
C 1.5054 5.4777 -0.7447 -0.11
O 2.7583 4.8073 -0.7697 -0.38
H 0.5736 4.2549 -2.2524 0.29
H -0.2359 5.8085 -1.9829 0.36
H 1.2870 5.7450 -2.8782 0.34
H 0.9568 5.0348 0.0864 0.29
H 1.6498 6.5410 -0.5199 0.20
H 3.2927 5.1761 -1.4795 0.21
C 6.2230 0.6556 -3.7717 -0.88
C 6.2283 2.0790 -3.2505 -0.31
O 6.5572 2.1481 -1.8657 -0.48
H 5.5188 0.0403 -3.2112 0.28
H 5.9489 0.6261 -4.8274 0.24
H 7.2100 0.1999 -3.6737 0.35
H 5.2350 2.5218 -3.3400 0.25
H 6.9277 2.6871 -3.8338 0.26
H 7.4358 1.7744 -1.7512 0.28
C -9.4627 -2.6418 0.8193 -0.73
C -9.1013 -2.7361 2.2898 -0.32
O -7.8243 -3.3255 2.4937 -0.55
H -9.4400 -3.6317 0.3627 0.27
H -10.4589 -2.2161 0.6855 0.33
H -8.7469 -2.0092 0.2882 0.14
H -9.8081 -3.3767 2.8167 0.34
H -9.1370 -1.7443 2.7553 0.21
H -7.1608 -2.7676 2.0754 0.30
C 5.7722 3.8393 -7.8962 -1.08
C 6.4131 3.9045 -6.5234 -0.04
O 7.6287 3.1653 -6.4574 -0.51
H 5.5811 2.8027 -8.1755 0.29
H 4.8282 4.3857 -7.9129 0.32
H 6.4294 4.2757 -8.6523 0.32
H 5.7592 3.4573 -5.7757 0.16
H 6.5914 4.9450 -6.2311 0.29
H 8.2434 3.5409 -7.0945 0.28
C -9.7931 3.5503 3.8708 -0.70
C -11.1538 3.5558 4.5400 -0.40
O -11.7606 4.8433 4.5246 -0.52
H -9.1282 4.2649 4.3571 0.29
H -9.3377 2.5596 3.9204 0.21
H -9.8796 3.8328 2.8200 0.26
H -11.0660 3.2873 5.5923 0.30
H -11.8149 2.8229 4.0640 0.28
H -11.8689 5.1123 3.6077 0.29
C -9.0811 -3.9657 -2.6888 -0.64
C -10.3841 -3.6317 -3.3865 -0.27
O -10.6885 -4.5468 -4.4347 -0.52
H -8.2628 -3.9907 -3.4098 0.29
H -8.8513 -3.2271 -1.9208 0.15
H -9.1320 -4.9501 -2.2204 0.26
H -10.3289 -2.6537 -3.8626 0.19
H -11.2062 -3.6019 -2.6622 0.26
H -10.7405 -5.4295 -4.0563 0.31
C 5.1533 8.0932 2.2392 -1.31
C 4.1627 7.1080 1.6492 0.00
O 4.1930 5.8495 2.3136 -0.32
H 6.1657 7.6933 2.1971 0.32
H 5.1312 9.0421 1.7001 0.38
H 4.9147 8.2955 3.2876 0.37
H 4.4069 6.8920 0.6094 0.21
H 3.1467 7.5192 1.6754 0.24
H 3.9534 6.0000 3.2333 0.11
C -7.5708 -8.1330 -0.6090 -1.00
C -7.2070 -8.1226 -2.0814 -0.29
O -7.3450 -6.8301 -2.6630 -0.47
H -8.5937 -7.7826 -0.4664 0.25
H -7.4859 -9.1383 -0.1938 0.36
H -6.9094 -7.4753 -0.0403 0.31
H -7.8766 -8.7701 -2.6469 0.27
H -6.1865 -8.4938 -2.2245 0.28
H -6.7540 -6.2294 -2.1983 0.28
C 6.1930 -3.7061 -6.9877 -0.62
C 6.2254 -2.3190 -6.3766 -0.21
O 6.5992 -2.3493 -5.0051 -0.49
H 5.5041 -4.3487 -6.4383 0.30
H 5.8818 -3.6716 -8.0332 0.36
H 7.1846 -4.1621 -6.9348 -0.13
H 5.2380 -1.8583 -6.4043 0.30
H 6.9108 -1.6733 -6.9381 0.25
H 7.4737 -2.7470 -4.9423 0.27
C 10.3082 -6.8908 -8.0231 -1.06
C 9.2737 -6.2779 -7.0987 -0.16
O 9.7364 -5.0624 -6.5134 -0.52
H 11.2341 -7.0828 -7.4806 0.27
H 9.9484 -7.8303 -8.4449 0.32
H 10.5365 -6.2143 -8.8502 0.34
H 9.0544 -6.9483 -6.2691 0.28
H 8.3391 -6.0966 -7.6407 0.19
H 9.9298 -4.4487 -7.2288 0.30
C 4.6532 2.8389 5.9335 -1.07
C 3.2829 3.2539 5.4342 0.02
O 2.6635 2.2367 4.6580 -0.34
H 5.2948 2.5753 5.0919 0.21
H 5.1248 3.6459 6.4966 0.38
H 4.5773 1.9684 6.5901 0.38
H 3.3641 4.1124 4.7669 -0.11
H 2.6371 3.5400 6.2716 0.34
H 2.5585 1.4576 5.2144 0.22
C 10.5295 8.4400 3.9946 -1.07
C 9.1422 8.7164 3.4478 -0.24
O 8.6164 7.6135 2.7188 -0.48
H 11.2131 8.1855 3.1843 0.27
H 10.9208 9.3111 4.5223 0.34
H 10.5098 7.6013 4.6947 0.33
H 9.1675 9.5467 2.7426 0.29
H 8.4605 8.9911 4.2608 0.26
H 8.5626 6.8576 3.3117 0.28
C -9.7580 -1.1391 -6.3932 -0.68
C -11.0846 -0.8245 -7.0567 -0.25
O -11.4160 -1.7691 -8.0669 -0.52
H -8.9569 -1.1657 -7.1324 0.30
H -9.5108 -0.3941 -5.6347 0.31
H -9.8033 -2.1200 -5.9152 0.00
H -11.0482 0.1432 -7.5567 0.29
H -11.8825 -0.7820 -6.3065 0.25
H -11.4679 -2.6375 -7.6548 0.30
C 2.5844 -3.8146 6.8637 -0.90
C 2.2456 -3.6123 5.4017 -0.22
O 2.6751 -2.3387 4.9137 -0.36
H 2.1365 -3.0279 7.4729 0.31
H 2.2214 -4.7815 7.2022 0.10
H 3.6655 -3.7843 7.0210 0.35
H 1.1663 -3.6358 5.2524 0.26
H 2.6824 -4.4112 4.7956 0.30
H 3.6307 -2.2903 5.0152 0.23
C -0.5286 -8.6745 7.3438 -1.03
C 0.9078 -8.2905 7.0485 -0.29
O 1.0539 -6.8938 6.7975 -0.45
H -1.1771 -8.3887 6.5155 0.27
H -0.6179 -9.7499 7.5031 0.33
H -0.8881 -8.1691 8.2433 0.34
H 1.2599 -8.7871 6.1451 0.26
H 1.5618 -8.5933 7.8730 0.28
H 0.7495 -6.4284 7.5831 0.26

---

Entry 2:
175
Properties=species:S:1:pos:R:3:mulliken_charge:R:1 method="wB97M-V/def2-TZVPD" largest_force_ev_per_a=2.86 total_charge=-1 energy_ev=-97864.8969 lumo_ev=2.201 spin_multiplicity=1
O 1.0641 -1.2219 1.8546 -0.54
C 0.4731 -1.0756 0.8356 0.24
O -0.6251 -0.3530 0.6872 0.71
B -1.0596 -0.3102 -0.7110 0.47
O 0.0133 -0.9166 -1.5113 0.10
C 0.9195 -1.4142 -0.6378 -0.64
O 1.9596 -1.8675 -0.9669 -0.73
O -1.2405 1.1148 -1.0850 0.52
C -2.5198 1.3175 -1.4610 0.47
O -3.0397 2.3516 -1.7715 -0.31
C -3.1940 -0.0596 -1.4545 0.28
O -2.3380 -0.9713 -0.9843 -0.87
O -4.3365 -0.2618 -1.6557 -0.66
C 0.5100 -4.6224 2.8461 -0.91
C -0.6133 -5.5213 3.3452 0.73
C -0.7829 -6.6739 2.2823 -0.94
O -1.8741 -7.4952 2.6993 -0.32
C -1.9607 -8.6860 1.9923 -0.78
N -0.3829 -5.9657 4.6904 -0.72
H 1.5338 -5.0582 2.8836 0.36
H 0.5023 -3.6995 3.4875 -0.01
H 0.3219 -4.2648 1.8538 0.17
H -1.5987 -5.0416 3.4176 0.27
H 0.1306 -7.2554 2.2326 0.44
H -0.9775 -6.2612 1.2722 0.19
H -1.0431 -9.3036 1.9846 0.31
H -2.2191 -8.5323 0.9409 0.29
H -2.7693 -9.2886 2.4492 0.26
H 0.5120 -6.4636 4.7647 0.29
H -1.1226 -6.5534 4.9994 0.28
C 1.6105 5.8188 1.4329 -1.19
C 2.2000 5.0921 0.2374 -0.13
C 1.7648 3.6232 0.2953 0.69
O 2.3790 3.0167 1.4200 -0.49
C 2.0062 1.6660 1.4901 0.70
N 1.7818 5.7677 -0.9723 -0.76
H 2.0890 5.5075 2.3398 0.43
H 0.5443 5.5979 1.5016 -0.06
H 1.8348 6.9189 1.3463 0.40
H 3.3020 5.1496 0.3324 0.41
H 2.0857 3.0937 -0.6000 0.33
H 0.6709 3.5484 0.3725 -0.27
H 2.6195 1.1180 2.2402 -0.22
H 2.1112 1.1746 0.4921 0.07
H 0.9789 1.5439 1.8077 -0.73
H 2.0795 5.1818 -1.7408 0.25
H 0.7809 5.7081 -1.0498 0.14
C 2.4836 -0.8152 -4.9897 -1.18
C 2.2809 -2.3561 -4.9071 0.30
C 3.4408 -2.9801 -4.1429 0.04
O 4.6011 -2.7304 -4.9357 -0.39
C 5.8202 -3.2632 -4.4245 -0.68
N 0.9701 -2.6913 -4.3471 -0.71
H 2.4577 -0.3613 -4.0299 0.08
H 1.7118 -0.4014 -5.6499 0.37
H 3.4858 -0.6775 -5.4471 0.56
H 2.4245 -2.8263 -5.8836 0.33
H 3.3390 -4.0675 -4.0017 0.18
H 3.5548 -2.4601 -3.1753 -0.04
H 6.7231 -2.9476 -5.0492 0.24
H 5.7745 -4.3708 -4.4496 0.24
H 6.0111 -2.9377 -3.3940 0.28
H 0.1988 -2.1450 -4.7680 0.20
H 0.9268 -2.5447 -3.3497 0.13
C 3.2797 -4.9211 0.9172 -1.16
C 4.2501 -4.7240 -0.2483 -0.03
C 3.6966 -5.2161 -1.5845 0.03
O 3.2372 -6.6037 -1.5287 -0.45
C 2.7059 -7.1172 -2.7480 -0.66
N 4.5666 -3.3495 -0.3889 -0.20
H 2.8513 -5.9234 0.9709 0.55
H 2.4055 -4.2446 0.7605 -0.01
H 3.7486 -4.6399 1.8427 0.43
H 5.1399 -5.3100 -0.1024 0.59
H 4.4203 -5.1096 -2.3695 0.34
H 2.7612 -4.6379 -1.7134 -0.17
H 2.7059 -8.1793 -2.5605 0.29
H 3.3608 -6.8054 -3.5945 0.22
H 1.6882 -6.7517 -2.9123 0.26
H 3.7502 -2.7921 -0.3322 -0.09
H 5.3204 -2.9994 0.1983 0.39
C -1.1202 -1.7411 4.3032 -1.39
C -0.1141 -0.6780 4.7067 0.97
C -0.5110 0.6995 4.1276 0.04
O 0.4876 1.6555 4.3944 -0.48
C -0.0422 2.9578 4.1261 -0.46
N 0.0649 -0.6485 6.1300 -0.70
H -0.8700 -2.7559 4.5174 0.61
H -1.2698 -1.6567 3.2226 -0.01
H -2.0459 -1.5415 4.7759 0.58
H 0.8619 -0.8291 4.1851 -0.54
H -1.4470 1.0480 4.6423 0.53
H -0.6516 0.5829 3.0425 -0.13
H 0.5850 3.6316 4.6684 0.32
H -1.0569 3.0334 4.4619 0.42
H -0.0237 3.2751 3.0722 -0.06
H -0.8064 -0.4274 6.6104 0.31
H 0.7350 0.0600 6.4248 0.32
C -2.3534 4.6610 0.8155 -0.17
C -3.1961 5.7053 1.5481 0.58
C -2.3992 6.7565 2.3602 -0.83
O -1.6718 6.2237 3.4407 -0.25
C -0.9215 7.0655 4.2548 -0.79
N -3.9433 6.4019 0.4892 -0.69
H -2.9308 4.0248 0.2120 0.82
H -1.7350 4.0450 1.5052 -0.57
H -1.6054 5.1247 0.1512 -0.26
H -3.8838 5.1123 2.1783 0.04
H -3.1602 7.5056 2.6653 0.39
H -1.6697 7.3088 1.7674 0.41
H 0.0075 6.5556 4.5047 0.19
H -1.4433 7.2273 5.2087 0.30
H -0.6987 8.0467 3.7742 0.35
H -4.2813 7.2905 0.8102 0.24
H -3.2895 6.7223 -0.2306 0.16
O -6.2446 4.9525 -0.3630 -0.73
H -5.4826 5.4333 0.0288 0.48
H -6.7110 4.4500 0.3135 0.31
O -5.6990 2.7448 -2.4304 -0.71
H -6.0637 3.3828 -1.7982 0.36
H -4.7385 2.7792 -2.2912 0.27
C 4.9333 -1.0041 2.0522 0.44
C 5.7936 -1.0584 3.3473 -0.50
O 7.1063 -1.2601 3.0123 -0.52
H 5.3925 -0.3987 1.2816 0.52
H 4.0383 -0.4455 2.2837 -0.24
H 4.7176 -2.0106 1.6790 -0.62
H 5.4291 -1.8918 3.9815 0.32
H 5.6219 -0.1199 3.9213 0.28
H 7.5688 -1.5817 3.7683 0.31
C -2.0177 5.3846 -2.3743 -0.01
C -2.3229 4.9360 -3.7893 -0.06
O -2.3393 6.0986 -4.6636 -0.60
H -2.8206 6.0834 -2.1017 0.18
H -1.0756 5.9271 -2.3050 0.31
H -1.9863 4.5298 -1.7264 -0.29
H -3.2792 4.4280 -3.7801 0.26
H -1.6461 4.1790 -4.2356 -0.10
H -2.3109 5.9088 -5.6074 0.30
C -3.0234 -4.1503 -0.1234 -0.43
C -3.7541 -3.2936 0.8785 0.59
O -4.7075 -2.5010 0.1428 -0.68
H -3.7570 -4.6736 -0.7845 0.37
H -2.3948 -4.9352 0.3875 -0.30
H -2.3732 -3.5489 -0.8030 0.09
H -3.0039 -2.7021 1.4211 -0.48
H -4.3656 -3.8350 1.6071 0.53
H -4.2939 -2.1708 -0.6424 0.27
C -2.8701 1.0571 -5.3102 -1.08
C -1.7809 0.0282 -4.9954 0.75
O -2.0448 -1.2593 -5.6637 -0.62
H -2.4620 2.0270 -5.0257 0.01
H -3.8056 0.8859 -4.7785 0.38
H -3.0555 1.0542 -6.3892 0.47
H -1.7018 -0.1308 -3.9557 -0.27
H -0.8545 0.3420 -5.4190 0.08
H -2.9886 -1.4036 -5.5900 0.32
C -3.7202 1.5408 2.0905 -1.05
C -3.6123 0.0163 2.0094 2.10
O -4.7682 -0.5840 2.5240 -0.73
H -4.1177 1.8643 3.0710 0.52
H -4.4930 1.7821 1.3032 0.14
H -2.7638 1.9307 1.8900 -0.07
H -2.7687 -0.2901 2.6139 -0.67
H -3.4181 -0.4680 1.0481 -0.77
H -5.0526 -1.1377 1.7703 0.56
C 0.9626 3.1052 -3.7257 -0.47
C 2.3293 2.4696 -3.5062 0.03
O 3.2703 3.4355 -3.1150 -0.58
H 0.4104 3.3007 -2.8134 0.01
H 0.3936 2.3216 -4.2164 -0.03
H 0.9889 3.9991 -4.3596 0.46
H 2.6482 1.9531 -4.4187 0.59
H 2.1358 1.6933 -2.7461 -0.26
H 4.1742 3.1153 -3.3326 0.31